The following is a quantum chemistry calculation of C4H7NO2 in the gas phase, from OMol25.

Summary:
Max |F| in eV/Å: 0.3
HOMO in eV: -9.885
Lowest unoccupied orbital energy in Eh: 0.02979
Orbital gap in hartree: 0.393
Energy relative to the best compared isomer or geometry (same formula, charge and spin) in kcal/mol: 23.18
Spin multiplicity: 1

Last column: natural (NBO) charge in e.
Positions of all 14 atoms, in Å:
O 0.36 1.16 -0.29  -0.5049
O 0.44 -0.08 1.56  -0.4847
N -0.49 2.01 1.72  -0.7193
C -0.97 -0.67 -1.08  -0.6421
C 0.43 -0.21 -0.73  0.0605
C 0.07 1.12 1.04  0.7707
C 1.01 -0.87 0.52  -0.0937
H -1.57 -0.79 -0.16  0.2208
H 1.11 -0.25 -1.59  0.2018
H -1.46 0.10 -1.69  0.2293
H 0.69 -1.90 0.66  0.1999
H 2.10 -0.80 0.56  0.1879
H -0.75 2.78 1.10  0.3549
H -0.97 -1.61 -1.62  0.2190